(1)
The following is a quantum chemistry calculation of a molecular structure, C12H25N4O12P2PtS at a distorted geometry, from the Open Molecules 2025 dataset.

Atoms and positions in Å:
Pt  -0.90964  0.47577  2.03595
C  -5.36497  0.47035  3.21196
C  -4.36181  -0.63533  3.36230
O  -4.75502  -1.81408  3.87169
P  -2.82920  -0.11513  4.26693
O  -1.75341  -1.25912  4.22117
O  -3.38106  -0.00981  5.71983
O  -2.20737  1.12946  3.72434
P  -3.71610  -1.06844  1.43436
O  -2.71888  -2.27510  1.68449
O  -4.98927  -1.41007  0.81531
O  -2.90563  0.15893  1.11890
H  -5.74507  0.75463  4.19914
H  -6.21211  0.15827  2.59934
H  -4.90192  1.34101  2.74982
H  -5.71829  -1.95529  3.81300
H  -1.92089  -2.09270  4.69457
H  -2.93845  0.57287  6.36227
H  -3.11521  -3.14767  1.51344
C  -1.56938  4.74074  0.51112
C  -1.40742  3.63652  1.51316
N  -1.75186  3.88821  2.76487
O  -0.92044  2.54264  1.12276
H  -0.66343  5.34898  0.49130
H  -2.40606  5.38840  0.76627
H  -1.72427  4.31779  -0.47708
H  -2.10215  4.79429  3.02914
H  -1.70609  3.16509  3.46336
C  4.36274  -1.32047  -7.26244
C  4.40455  -2.52599  -6.35523
S  3.71746  -0.87760  -4.33248
O  3.94864  -2.29242  -4.98354
O  2.59625  -0.13635  -4.85967
C  3.19074  -1.45881  -2.63502
C  3.13016  -0.21539  -1.73574
N  2.35164  -0.42974  -0.51270
C  1.13874  0.10649  -0.26760
N  0.75354  -0.21159  0.97340
C  1.73839  -0.97269  1.54320
C  2.73521  -1.11121  0.63709
N  3.98000  -1.81904  0.82689
O  4.18198  -2.24416  1.93250
O  4.71746  -1.90794  -0.14315
C  0.36646  0.93904  -1.22003
H  4.81037  -1.58903  -8.21685
H  4.92933  -0.48331  -6.83921
H  3.34814  -0.97346  -7.45927
H  5.40646  -2.94805  -6.28192
H  3.75936  -3.32209  -6.73432
H  3.93360  -2.18437  -2.31480
H  2.21779  -1.92524  -2.79248
H  2.64950  0.60215  -2.27177
H  4.13441  0.08768  -1.44901
H  1.69421  -1.37383  2.54164
H  0.28200  0.46322  -2.19743
H  0.84540  1.91182  -1.35265
H  -0.62910  1.11114  -0.82112

Properties
Maximum force ... 0.0394 hartree/bohr
2S+1 ... 5
Total energy ... -76011.4080 eV
Energy above the lowest of the compared OMol25 structures with the same formula, charge and spin ... 0.0 kJ/mol
Charge ... +3
Molecular weight ... 706.44 g mol⁻¹


(2)
The following is a quantum chemistry calculation of a molecular structure, C12H26AlBr2F7O5P at a distorted geometry, from the Open Molecules 2025 dataset.

Atoms and positions in Å:
C  -0.45931  -4.92451  0.87670
C  0.89727  -4.59458  0.26843
C  0.92223  -3.30546  -0.56232
Br  -0.36593  -3.53470  -2.02907
Al  0.77241  -1.63838  0.58166
C  1.19889  -2.15921  2.50480
C  2.62624  -2.56929  2.87804
C  3.68078  -2.61401  1.79137
Br  3.35768  -1.41447  4.32494
P  2.36661  0.05095  -0.02557
O  2.98571  0.55725  1.45461
O  1.52697  1.40298  -0.54884
C  -1.05885  -0.70618  0.71476
F  -1.85554  -1.39555  1.61097
F  -0.84758  0.53170  1.30634
C  -1.99924  -0.42412  -0.47185
F  -2.70897  -1.53495  -0.78833
F  -2.93432  0.52129  -0.09428
C  -1.34200  0.17565  -1.74140
F  -1.17799  1.51201  -1.59687
F  -2.18771  -0.02067  -2.78713
F  -0.17201  -0.38990  -2.04140
H  -0.32821  -5.70131  1.62498
H  -1.14614  -5.29027  0.12779
H  -0.88577  -4.05711  1.37146
H  1.15690  -5.40982  -0.41020
H  1.67255  -4.57362  1.02470
H  1.89327  -3.27505  -1.04860
H  0.51423  -2.95245  2.79274
H  0.91279  -1.30617  3.11447
H  2.59644  -3.53909  3.35679
H  3.33964  -3.11193  0.89097
H  4.06773  -1.63696  1.53332
H  4.53655  -3.17830  2.15560
H  2.25097  0.75566  2.04118
H  0.92527  1.74517  0.11643
C  6.10769  1.54330  1.51189
O  6.72500  0.44470  0.83801
H  5.04711  1.52678  1.28222
H  6.23316  1.44989  2.59472
H  6.53711  2.49206  1.17168
H  7.65925  0.46032  1.05005
C  -4.30278  3.13751  -1.25362
O  -4.84706  4.34460  -1.79881
H  -4.63188  3.06738  -0.22087
H  -4.66294  2.26410  -1.80082
H  -3.21323  3.15426  -1.27691
H  -4.56091  4.40841  -2.71345
C  -6.02764  6.91988  -4.12786
O  -6.41881  5.56082  -3.98015
H  -5.80184  7.08404  -5.17870
H  -6.83222  7.59855  -3.83040
H  -5.13523  7.14078  -3.53535
H  -6.60636  5.40800  -3.04881

Properties
Maximum force ... 0.0201 hartree/bohr
Total energy ... -198099.3918 eV
Charge ... -1
Molecular weight ... 601.09 g mol⁻¹


(3)
The following is a quantum chemistry calculation of a molecular structure, C12H26BLaN2O3 at a distorted geometry, from the Open Molecules 2025 dataset.

Atoms and positions in Å:
C  3.12899  -0.53319  2.56602
N  2.68521  -0.70895  1.13057
C  1.60885  -1.75808  0.96842
C  0.23016  -1.17897  0.21334
C  -0.72527  -2.54311  0.05593
B  -2.11393  -2.28704  -0.77814
O  -2.21108  -1.95295  -2.23100
O  -3.41102  -2.40564  -0.05541
C  -0.38546  -0.06525  1.24268
C  -1.20813  1.16773  0.56429
C  -0.94830  2.49551  1.54896
C  -2.86709  0.95431  0.62023
N  -0.88367  1.47796  -0.87343
O  -0.86051  2.84336  -1.00317
C  0.50055  1.04583  -1.29261
C  0.61719  1.43615  -2.91584
C  1.72937  1.88787  -0.56867
C  0.75289  -0.58468  -1.22659
H  4.04606  -1.22384  2.86329
H  2.20909  -0.65779  3.28468
H  3.54113  0.58354  2.65333
H  3.48697  -0.84062  0.47083
H  1.33334  -2.31400  1.98826
H  2.00045  -2.61453  0.23687
H  -0.15519  -3.44893  -0.41685
H  -1.03693  -2.87601  1.15818
H  -2.47685  -0.97030  -2.24946
H  -3.64881  -3.37179  0.09086
H  -1.12918  -0.62850  1.98124
H  0.43313  0.42546  1.95989
H  -1.78599  3.33040  1.38750
H  -1.14096  2.09136  2.65504
H  0.14113  2.91355  1.47750
H  -3.17376  0.63239  -0.48711
H  -3.17249  0.03890  1.30348
H  -3.44502  1.94370  0.85856
H  0.75839  2.59013  -3.07160
H  -0.35770  1.00678  -3.43227
H  1.53914  0.88392  -3.41633
H  2.73218  1.38623  -0.97778
H  1.77841  3.01464  -0.92071
H  1.76966  1.75690  0.59976
H  0.23816  -1.04393  -2.17095
H  1.92570  -0.72976  -1.39631
La  -2.04881  -1.16881  -4.39547

Properties
Maximum force ... 0.0871 hartree/bohr
2S+1 ... 2
Total energy ... -23486.2528 eV
Charge ... +3
Molecular weight ... 396.07 g mol⁻¹


(4)
The following is a quantum chemistry calculation of a molecular structure, C12H26BMnN2O2P2 at a distorted geometry, from the Open Molecules 2025 dataset.

Atoms and positions in Å:
Mn  0.06650  0.44180  0.81556
P  -2.16027  0.14990  0.26364
C  -2.10768  0.44603  -1.55238
C  -0.86110  1.20003  -1.89765
N  0.22483  1.03192  -1.11098
C  1.46343  1.42535  -1.49446
C  1.62406  2.18316  -2.63549
C  0.52316  2.44141  -3.43563
C  -0.71701  1.93321  -3.05915
C  2.63962  1.05911  -0.60756
P  2.25913  -0.44691  0.43205
H  -1.60714  2.09025  -3.65214
H  2.63378  2.49760  -2.89531
H  0.64143  2.98194  -4.37381
H  3.50739  0.83465  -1.24625
H  2.95393  1.88016  0.07018
H  -2.00391  -0.49775  -2.05975
H  -3.00112  0.89908  -1.99321
H  -1.33443  -2.51311  -2.09662
O  -1.71434  -1.88830  -2.76519
H  -2.13568  -2.38651  -3.48040
H  -0.21387  -2.24925  -0.27298
O  -0.55849  -3.08499  -0.65071
H  0.26847  -3.51564  -0.92462
C  2.72261  -1.80901  -0.67424
H  3.76549  -1.67713  -0.98831
H  2.63800  -2.73692  -0.09019
H  2.07686  -1.82670  -1.56577
C  3.44303  -0.39898  1.80116
H  3.28676  -1.32257  2.37314
H  4.47055  -0.37487  1.42486
H  3.24238  0.47872  2.43088
C  -2.89976  1.57935  1.15519
H  -3.93361  1.79981  0.86320
H  -2.91163  1.33332  2.23040
H  -2.28967  2.48549  1.03357
C  -3.38894  -1.15807  0.45401
H  -3.54518  -1.30410  1.52758
H  -4.35511  -0.89910  0.00105
H  -3.00749  -2.08904  0.02207
B  0.03687  0.11214  5.28416
C  0.08351  0.28429  3.81820
N  0.11229  0.38015  2.64919
H  1.01924  -0.49860  5.60013
H  -0.97629  -0.49503  5.52806
H  0.01939  1.22374  5.74453

Properties
Maximum force ... 0.0539 hartree/bohr
2S+1 ... 5
Total energy ... -70499.6768 eV
Energy above the lowest of the compared OMol25 structures with the same formula, charge and spin ... 0.0 kJ/mol
Charge ... +2
Molecular weight ... 358.05 g mol⁻¹


- Number 2 is which compound?
  C12H26AlBr2F7O5P